1.
Formula: C6H11NO
Source: OMol25
Level of theory: ωB97M-V/def2-TZVPD

Values from the calculation:
Kohn-Sham gap = 10.152 eV
Net charge = 0
Energy above the lowest of the compared OMol25 structures with the same formula, charge and spin = 2.132 eV
SMILES = C=C[C@@H](C)C(=O)NC

Each line ends with the natural charge from an NBO analysis.
Geometry (Å):
C -0.52 0.25 0.28  -0.325
C 2.18 0.56 -1.00  -0.412
C -0.94 1.09 1.47  -0.601
N 1.83 -0.17 0.20  -0.622
C 0.61 -0.69 0.60  0.679
C -1.37 -1.08 -0.18  -0.179
C -2.02 -1.07 -1.33  -0.398
O 0.60 -1.46 1.57  -0.622
H 2.60 -0.54 0.73  0.395
H -0.44 0.86 -0.62  0.212
H -1.60 -1.87 0.53  0.228
H 3.24 0.80 -0.96  0.214
H 1.63 1.50 -1.05  0.192
H 1.98 -0.02 -1.90  0.194
H -0.95 0.51 2.39  0.233
H -1.94 1.49 1.30  0.215
H -0.24 1.92 1.60  0.215
H -2.74 -1.82 -1.59  0.200
H -1.93 -0.25 -2.04  0.183


2.
Formula: C55H65F4N2O
Source: OMol25
Level of theory: ωB97M-V/def2-TZVPD

Values from the calculation:
Kohn-Sham gap = 8.173 eV
Net charge = +1

Each line ends with the Löwdin charge.
Geometry (Å):
C -2.57 1.96 -2.68  0.016
C -2.13 1.15 -3.85  -0.557
O -1.97 1.62 -4.91  0.122
N -1.94 -0.26 -3.59  0.030
C -0.52 -0.64 -3.79  -0.185
C 0.36 -0.24 -2.57  -0.167
C 1.09 -1.48 -2.03  -0.174
C 1.51 -1.45 -0.55  -0.106
C 2.18 -0.15 -0.08  -0.261
C 1.25 0.88 0.52  -0.111
C 2.00 2.15 0.99  -0.122
C 3.54 2.15 0.77  -0.075
C 4.05 1.36 -0.46  -0.135
C 4.59 2.34 -1.49  -0.493
F 5.62 2.99 -1.01  0.189
F 3.62 3.25 -1.72  0.119
C 4.95 1.72 -2.84  -0.320
F 3.85 1.52 -3.56  0.116
F 5.60 0.57 -2.65  0.131
N 2.98 0.56 -1.12  0.156
H -2.13 2.95 -2.73  0.070
H -3.65 2.09 -2.69  0.097
H -2.30 1.43 -1.77  0.071
H -2.43 -0.71 -4.37  0.113
H -0.44 -1.70 -4.00  0.117
H -0.16 -0.10 -4.67  0.113
H 1.05 0.49 -2.97  0.099
H -0.33 0.19 -1.85  0.092
H 1.92 -1.73 -2.69  0.118
H 0.39 -2.31 -2.14  0.115
H 2.25 -2.24 -0.42  0.107
H 0.71 -1.69 0.14  0.131
H 2.88 -0.42 0.71  0.145
H 0.52 1.19 -0.22  0.102
H 0.70 0.40 1.32  0.127
H 1.56 3.04 0.56  0.093
H 1.84 2.25 2.05  0.106
H 3.86 3.18 0.63  0.111
H 4.02 1.81 1.67  0.127
H 4.89 0.74 -0.16  0.170
H 5.59 2.41 -3.39  0.185
H 3.38 -0.12 -1.77  0.176
H 2.36 1.22 -1.58  0.161
C 0.56 7.61 -1.86  -0.081
C 1.51 6.62 -2.04  -0.087
C 1.17 5.29 -1.88  -0.104
C -0.13 4.94 -1.54  -0.112
C -1.09 5.93 -1.37  -0.089
C -0.74 7.27 -1.52  -0.081
H 0.83 8.65 -1.98  0.107
H 2.53 6.89 -2.31  0.104
H 1.91 4.51 -2.02  0.071
H -0.40 3.90 -1.42  0.077
H -2.11 5.66 -1.10  0.104
H -1.49 8.04 -1.38  0.107
C -4.96 0.85 -5.61  -0.086
C -5.75 1.57 -6.50  -0.081
C -7.00 1.09 -6.86  -0.086
C -7.46 -0.11 -6.34  -0.089
C -6.68 -0.83 -5.45  -0.114
C -5.42 -0.36 -5.09  -0.091
H -3.99 1.22 -5.34  0.062
H -5.40 2.51 -6.90  0.105
H -7.62 1.65 -7.55  0.104
H -8.44 -0.49 -6.62  0.105
H -7.03 -1.77 -5.04  0.098
H -4.81 -0.92 -4.40  0.090
C -0.62 1.03 6.05  -0.092
C -1.83 0.36 6.18  -0.087
C -2.77 0.42 5.16  -0.089
C -2.50 1.14 4.00  -0.098
C -1.29 1.81 3.87  -0.114
C -0.35 1.76 4.89  -0.106
H 0.11 0.99 6.84  0.103
H -2.04 -0.20 7.08  0.105
H -3.72 -0.10 5.27  0.104
H -3.24 1.18 3.21  0.101
H -1.08 2.37 2.97  0.090
H 0.59 2.29 4.79  0.090
C 4.80 -3.02 1.19  -0.125
C 4.48 -2.81 2.53  -0.105
C 4.33 -3.89 3.38  -0.082
C 4.52 -5.18 2.91  -0.080
C 4.84 -5.39 1.58  -0.081
C 4.98 -4.31 0.72  -0.094
H 4.91 -2.18 0.52  0.081
H 4.35 -1.80 2.90  0.095
H 4.08 -3.72 4.42  0.107
H 4.41 -6.02 3.58  0.092
H 4.98 -6.40 1.21  0.103
H 5.23 -4.48 -0.33  0.103
C 1.98 5.82 5.06  -0.089
C 1.36 5.50 3.86  -0.099
C 2.08 5.56 2.67  -0.108
C 3.42 5.93 2.69  -0.103
C 4.04 6.24 3.89  -0.092
C 3.32 6.19 5.07  -0.087
H 1.43 5.78 5.99  0.105
H 0.32 5.21 3.85  0.100
H 1.59 5.32 1.74  0.089
H 3.98 5.97 1.76  0.097
H 5.09 6.52 3.90  0.103
H 3.81 6.44 6.01  0.105
C 4.49 -9.06 3.37  -0.106
C 3.12 -8.89 3.24  -0.104
C 2.26 -9.91 3.62  -0.095
C 2.77 -11.10 4.13  -0.091
C 4.14 -11.26 4.27  -0.091
C 5.00 -10.24 3.88  -0.092
H 5.16 -8.26 3.08  0.084
H 2.72 -7.97 2.84  0.093
H 1.19 -9.79 3.51  0.101
H 2.10 -11.89 4.43  0.103
H 4.54 -12.18 4.67  0.103
H 6.07 -10.37 3.99  0.102
C -7.85 -2.22 -0.44  -0.101
C -9.06 -2.88 -0.30  -0.097
C -10.02 -2.78 -1.30  -0.093
C -9.76 -2.03 -2.44  -0.088
C -8.54 -1.38 -2.58  -0.100
C -7.59 -1.47 -1.58  -0.097
H -7.10 -2.29 0.34  0.097
H -9.26 -3.46 0.58  0.101
H -10.97 -3.29 -1.19  0.102
H -10.50 -1.96 -3.23  0.102
H -8.34 -0.80 -3.47  0.077
H -6.64 -0.95 -1.69  0.095


Number 1: HOMO energy -9.3 eV. Number 2: HOMO energy -10.6 eV.